Record 1
Below is C28H40F6NO2PW as an isolated structure, with properties calculated with wB97M-V/def2-TZVPD.

Structure (XYZ):
```
79
Properties=species:S:1:pos:R:3:forces:R:3:mulliken_charge:R:1
H -5.285120 4.183651 -1.573537 0.0 0.0 0.0 0.38
N -1.101427 1.612536 -0.825208 0.1 0.0 0.1 -0.63
O -1.353486 -0.776145 -1.382141 0.0 0.0 0.0 -0.91
H 3.305004 2.157308 0.487040 0.0 0.0 0.0 0.27
F 9.585210 -7.799768 2.439708 0.0 0.0 0.0 -0.02
H 3.797910 4.283572 3.446106 0.0 0.0 0.0 0.45
C 2.821334 4.479205 3.005589 0.0 0.0 0.0 -2.19
H 3.535050 3.915020 0.404309 0.0 0.0 0.0 0.38
H -1.544554 -2.463186 -3.133045 0.0 0.0 0.0 0.26
C -5.360528 3.995945 -2.647617 0.0 0.0 0.0 -1.95
F 0.709501 -1.233580 0.132726 -0.1 0.0 0.0 -0.43
H -6.215485 4.563277 -3.011922 0.0 0.0 0.0 0.50
H -6.813936 2.146039 -1.179058 0.0 0.0 0.0 0.40
C -2.532227 -2.595175 -3.571946 0.0 0.0 0.0 -1.52
C -4.999742 -2.507430 -3.276282 0.0 0.0 0.0 -2.09
H 0.685907 5.397525 2.342816 0.0 0.0 0.0 0.84
C -1.775688 6.077718 1.368386 0.0 0.0 0.0 1.86
H -3.710878 5.016176 1.358757 0.0 0.0 0.0 0.26
H -2.630192 6.151128 -0.666295 0.0 0.0 0.0 0.23
H -2.578334 -2.046584 -4.514289 0.0 0.0 0.0 0.38
H 2.127003 4.662277 3.827599 0.0 0.0 0.0 0.43
H -5.041678 -3.583093 -3.441132 0.0 0.0 0.0 0.44
H -0.122187 7.414861 1.878631 0.0 0.0 0.0 0.45
C -3.661547 -2.163485 -2.621121 0.0 0.0 0.0 1.94
C -3.313283 2.183526 -1.844234 0.0 0.0 0.0 -0.55
C -5.715751 2.330929 -4.482037 0.0 0.0 0.0 -1.53
O 1.019875 1.347398 0.412364 0.0 0.0 0.0 -0.83
W 0.285978 0.192999 -0.972632 -0.1 0.0 -0.1 1.69
F 7.645447 -9.163928 1.907712 0.0 0.0 0.0 -0.03
H -5.943014 1.302526 -4.760703 0.0 0.0 0.0 0.37
C -3.565345 -2.922097 -1.286123 0.0 0.0 0.0 -1.56
C -3.560214 -0.666385 -2.356700 0.0 0.0 0.0 -0.86
H 1.572287 2.181206 3.859567 0.0 0.0 0.0 0.38
C -6.881306 2.047831 -2.263322 0.0 0.0 0.0 -1.59
H -2.491268 4.014692 -0.181290 0.0 0.0 0.0 0.60
H 3.292021 1.915160 3.587349 0.0 0.0 0.0 0.46
C 0.471013 2.523200 0.643794 0.0 0.0 0.0 2.06
H 2.911550 5.386426 2.405230 0.0 0.0 0.0 0.45
H -2.648804 -3.654625 -3.799417 0.0 0.0 0.0 0.46
C -0.973863 4.829089 1.110324 0.0 0.0 0.0 -1.11
C -2.044390 6.770714 0.014076 0.0 0.0 0.0 -1.37
C -5.580015 2.514893 -2.953184 0.0 0.0 0.0 1.77
H -3.228109 3.249577 -1.738099 0.0 0.0 0.0 1.10
H -1.114131 7.050513 -0.481439 0.0 0.0 0.0 0.39
C -2.421442 -0.083940 -1.735087 0.0 0.0 0.0 2.68
C -3.119891 5.663760 2.007644 0.0 0.0 0.0 -1.47
F 1.290882 0.329725 -2.467229 0.0 0.0 0.0 -0.43
C -1.067204 7.064105 2.296642 0.0 0.0 0.0 -2.22
P 8.141491 -8.016804 2.709193 0.1 0.0 0.1 1.11
H 2.115191 1.121129 2.546316 0.0 0.0 0.0 0.33
H 4.453085 2.949045 1.554721 0.0 0.0 0.0 0.47
H -4.808638 2.642023 -5.001514 0.0 0.0 0.0 0.39
H -4.363808 -2.620703 -0.605994 0.0 0.0 0.0 0.38
H -2.967219 5.157092 2.961060 0.0 0.0 0.0 0.39
C -0.798473 2.719622 -0.013876 0.0 0.0 0.0 -0.15
C 2.413116 3.269148 2.163891 0.0 0.0 0.0 2.09
F 7.940765 -8.293310 4.154667 0.0 0.0 0.0 -0.03
C -4.450007 1.644357 -2.476149 0.0 0.0 0.0 -1.08
H -4.475593 4.393348 -3.149636 0.0 0.0 0.0 0.43
F 7.381463 -6.793902 2.332368 0.0 0.0 0.0 -0.04
H -6.538112 2.955831 -4.830167 0.0 0.0 0.0 0.45
C -4.537677 0.229768 -2.690344 0.0 0.0 0.0 -0.08
H -5.432507 -0.138814 -3.167230 0.0 0.0 0.0 0.63
H -2.607174 -2.776298 -0.789882 0.0 0.0 0.0 0.32
H -7.698127 2.679724 -2.611624 0.0 0.0 0.0 0.47
C 2.331099 2.040152 3.088313 0.0 0.0 0.0 -1.56
H -3.678950 -3.988961 -1.477879 0.0 0.0 0.0 0.45
H -5.118264 -2.026740 -4.249448 0.0 0.0 0.0 0.42
H -0.885620 6.640259 3.285622 0.0 0.0 0.0 0.46
C 1.058480 3.494389 1.509642 0.0 0.0 0.0 -1.19
H -2.614355 7.680585 0.200933 0.0 0.0 0.0 0.46
H -3.703281 6.565403 2.193154 0.0 0.0 0.0 0.47
C 0.302397 4.621834 1.700878 0.0 0.0 0.0 0.16
H -1.703184 7.937532 2.432568 0.0 0.0 0.0 0.43
H -5.847828 -2.244529 -2.640929 0.0 0.0 0.0 0.42
H -7.138821 1.017509 -2.505040 0.0 0.0 0.0 0.36
C 3.480204 3.056401 1.075563 0.0 0.0 0.0 -1.53
C -1.518652 3.842732 0.242797 0.0 0.0 0.0 -0.15
C -2.322297 1.330653 -1.445427 0.0 0.0 0.0 -0.87
```
Positions in Å, forces in eV/Å.

Output
charge	+3
E_LUMO (spin up / spin down)	-8.27 / -10.55	eV
spin multiplicity	4
energy above the lowest of the compared OMol25 structures with the same formula, charge and spin	5.7	kJ/mol
Kohn-Sham gap (spin up / spin down)	0.293 / 0.220	Eh
E_HOMO (spin up / spin down)	-16.237 / -16.550	eV
expectation value of S²	3.78

---

Record 2
Below is C23H36N5O9Si3W as an isolated structure, with properties calculated with wB97M-V/def2-TZVPD.

Structure (XYZ):
```
77
Properties=species:S:1:pos:R:3:forces:R:3:mulliken_charge:R:1
H 2.956059 -2.964775 2.743361 0.2 0.8 0.0 0.37
H -4.684039 -1.052390 -1.224591 -0.6 0.0 -0.4 0.23
H 2.602561 -1.577161 3.856075 0.9 1.4 0.8 0.59
O -0.134389 -1.484222 -1.695817 -0.2 1.0 -0.8 -0.57
O -0.602871 4.595205 -2.080348 1.2 1.6 0.2 -0.49
C 0.203376 -1.188461 -3.059511 0.0 -1.0 -0.7 -0.17
H -0.790467 -3.511828 0.917191 -0.4 -0.3 -0.4 0.18
H 3.870435 -0.743096 2.294613 0.1 0.1 -0.6 0.32
H 2.178659 3.590944 0.771003 0.1 -0.6 -0.3 0.52
C 0.127228 -3.634674 1.455347 1.4 0.6 0.2 -0.97
H -2.663346 -0.138333 -2.525358 -0.4 -0.2 0.7 0.44
H -0.622084 -2.032379 4.341367 -0.3 -0.1 -1.1 0.48
H 3.327458 2.247756 0.355967 0.0 0.3 0.1 0.41
H 0.888582 -4.178480 0.888926 -0.4 0.2 -0.2 0.54
H 4.111876 -0.605118 -1.751065 -0.4 0.4 -0.3 0.53
O -4.007707 -2.447214 0.573399 -0.9 -1.7 0.9 -0.39
W -0.543999 -0.294449 -0.304698 2.3 0.0 1.4 0.93
H -0.032046 -0.304856 -5.604905 0.1 -0.4 -0.3 0.68
O 0.608506 -2.032768 -3.769919 0.2 -0.6 0.3 -0.45
Si 2.907052 -1.030374 0.042624 -0.8 0.3 -0.8 0.27
O 0.048411 1.126051 -1.337439 -0.5 -0.5 -0.7 0.23
H 1.870707 -3.125224 -0.670111 -0.1 -0.2 -0.2 0.29
C 2.823260 -2.845814 -0.234933 0.0 0.0 0.3 -1.00
C -0.265088 1.240642 -2.693548 0.3 1.1 1.1 -0.16
C 0.987867 -0.439854 0.820949 -1.0 -0.6 -0.4 1.11
C -0.931225 2.710943 -4.484492 0.3 0.3 2.2 0.01
H -4.247548 -2.838685 2.555431 0.2 -0.2 0.0 0.29
O -1.410175 2.993548 -6.999353 -1.1 1.2 -0.5 -0.54
C -0.566031 1.721302 -5.346787 -0.2 -0.4 0.4 -0.49
C -3.634301 -3.250419 1.750484 -1.0 1.7 0.5 -0.26
H 2.951782 0.651020 3.401240 -0.2 -0.2 -0.2 0.65
H 3.376573 0.942480 -1.389165 -0.3 -0.1 -0.4 0.35
H -4.189645 2.753289 1.745886 -0.3 0.0 0.1 0.53
H 5.124842 -0.857043 1.089320 -0.5 -0.1 -0.2 0.47
Si 0.714211 -2.018236 2.248612 -1.1 -0.2 0.3 0.62
H -0.005380 -4.250262 2.336869 -0.5 -0.2 0.4 0.51
C -0.220700 0.458793 -4.874804 0.5 -0.1 -2.8 -0.92
H 1.813358 2.420430 -0.582723 0.5 0.4 0.7 -0.11
H 2.271619 2.195670 3.685314 -0.3 -0.7 -0.6 0.40
H 3.613283 -3.121350 -0.947236 -0.1 0.0 0.2 0.56
H 4.282678 0.624889 1.243407 -0.2 0.1 0.0 0.27
H -3.313016 1.109336 0.374065 -0.2 -0.5 -0.4 0.55
H 1.865356 -3.127425 4.000509 -0.2 0.9 -0.5 0.43
C 3.127331 -0.109482 -1.543015 1.4 -0.5 0.8 -1.09
N -3.723819 -0.947915 -0.972859 1.7 0.6 -0.1 -0.34
C -2.603006 1.635528 0.958383 -0.2 -0.8 0.3 -0.13
C -3.130254 2.575392 1.786462 -1.1 0.6 -0.2 -1.35
H 2.967621 -3.380166 0.709618 0.1 -0.1 -0.4 0.27
H -0.549693 -0.497061 3.740116 -0.1 1.3 0.0 0.36
H -3.317657 0.970830 -1.508736 0.3 -0.4 0.1 0.41
Si 1.321309 1.444623 1.606963 0.6 -0.9 -0.2 -0.28
O -2.203687 3.257163 -1.511252 1.5 0.0 -0.4 -0.54
C -0.920798 3.043700 2.485230 -0.9 -1.1 0.3 -0.83
C 2.280497 2.537884 0.424658 -0.9 -0.2 -0.2 -0.69
O 0.002082 1.502250 -7.580676 0.6 -0.9 -0.2 -0.51
H 1.262325 0.846636 4.068034 0.7 -0.1 -1.1 0.34
N -1.145310 3.566008 -2.115553 -2.3 -3.0 -0.5 0.97
H -0.250244 3.523337 3.172589 0.3 0.4 0.0 0.54
H -2.603768 -3.094316 1.940572 0.8 -0.3 0.2 -0.12
O -2.054936 -1.377619 0.437838 2.0 -0.6 0.8 -1.19
C 4.109081 -0.449169 1.259365 1.2 0.0 1.3 -1.03
C 2.217625 -2.339596 3.265317 -0.8 -2.9 -0.3 -1.29
H -3.948591 -4.220344 1.528092 -0.1 -1.6 -0.3 0.32
H -1.398351 3.619709 -4.801058 0.1 0.5 -0.4 0.64
H -2.625522 4.163333 3.213707 -0.1 -0.7 -0.5 0.49
C -0.458734 1.956542 1.746543 -0.6 0.9 -0.2 0.12
N -2.857677 0.046231 -1.521024 -0.5 -0.2 -1.1 -0.58
C -0.716332 -1.477771 3.366178 2.0 -0.7 1.1 -1.19
C -3.211055 -1.660242 0.047348 -1.2 2.2 -1.9 0.63
H 2.511325 -0.354515 -2.386137 -0.3 0.2 -0.3 0.44
C -0.059998 0.167111 -3.567026 -0.7 1.4 2.5 1.29
C -2.313017 3.326392 2.560796 2.3 1.2 0.9 -0.48
C 2.002840 1.167679 3.275832 -0.1 1.5 2.3 -1.11
N -1.323843 1.251037 0.948523 -0.4 0.8 0.5 0.93
H -1.679096 -1.551729 2.945952 -1.1 -0.1 -0.3 0.34
C -0.693098 2.487794 -3.106987 -0.7 0.2 -0.9 -0.51
N -0.675245 2.083303 -6.788972 0.4 -0.5 0.5 0.95
```
Positions in Å, forces in eV/Å.

Output
charge	+3
E_LUMO	-11.10	eV
Kohn-Sham gap	0.252	Eh
E_HOMO	-17.945	eV

---

Q: Number 1 is which compound?
A: C28H40F6NO2PW

---

Q: Which value of charge does entry 2 give?
A: +3